# 1
DFT (ωB97M-V/def2-TZVPD) results for 11 unconnected molecules or ions with the total composition C26H77N3O14 in a non-equilibrium geometry.

Structure (XYZ):
```
120
Properties=species:S:1:pos:R:3:forces:R:3
C -4.1341 -3.4299 7.0213 0.5 0.1 -0.8
C -2.3449 -5.0457 -4.9586 0.4 0.1 -0.4
C 8.8120 0.8670 -6.6504 -0.1 0.0 -0.9
H 2.7604 5.4787 4.4494 -0.1 0.2 -0.3
H 1.9604 0.7486 -7.3101 0.0 -0.2 0.0
H 7.6399 2.8077 -1.3290 -0.5 -0.2 0.6
H 0.1378 4.5996 0.7790 0.0 0.1 0.7
H 8.1360 0.5281 -4.0438 0.5 -0.2 1.1
C -4.2236 -4.5283 4.8441 0.0 1.0 -0.5
H 0.2227 -1.3605 -0.4595 -0.1 -0.1 0.5
H -4.3274 1.6867 2.6199 -0.4 0.2 0.3
O -1.1448 5.4270 -3.1430 0.2 0.0 -0.2
C -5.3952 0.1648 -3.6629 0.7 -0.4 -0.6
H 1.7094 6.7627 5.1821 0.0 -0.3 -0.1
H 2.3120 -3.3559 4.6968 0.4 0.5 -0.3
H 0.8189 -2.5628 5.1319 -0.1 -0.4 0.5
C -4.3302 -4.3317 3.2853 -0.6 -0.2 1.7
O -0.0429 0.4987 -6.6423 0.5 0.4 -0.2
C 1.8873 -2.3970 4.9938 -1.0 1.0 0.1
C 1.7157 3.5382 6.0337 -0.6 -1.1 1.0
H -2.1083 0.6864 3.8609 0.4 -0.2 0.0
H -9.1077 -2.4314 2.4210 -0.3 -0.2 0.1
H 1.6373 4.5493 1.8266 -0.1 -0.3 -0.1
H 0.7967 1.7808 7.1585 0.5 -0.4 -0.7
H -1.4916 -1.3770 -0.9249 0.2 -0.1 -0.6
H -1.9306 -6.0306 -4.7433 -0.2 -0.3 0.1
H -4.4551 0.0744 -3.1186 -0.1 0.3 0.6
H 2.4925 5.1900 -0.5398 0.0 0.1 0.3
H -1.4766 0.8175 6.2288 0.0 0.0 0.3
C 7.8189 1.4896 -5.6299 0.8 1.0 -1.9
H 9.8014 1.3197 -6.5845 -0.1 0.6 0.1
H -0.5763 4.9610 -2.5256 0.2 0.1 0.0
H 1.1091 2.2705 -7.0081 -0.1 0.0 0.5
C -2.4409 4.9079 -2.9663 -0.4 -0.7 -0.2
H -5.9137 -3.2112 3.2645 -0.7 0.3 -0.2
C -1.6393 1.7710 5.7263 0.2 -0.4 -1.5
H 0.6213 1.3223 -8.3502 0.2 -0.2 -0.1
H -3.0608 5.0983 -3.8424 0.1 0.8 0.1
H -2.6485 -4.9965 -6.0043 0.8 0.1 -0.3
H -5.0884 -3.2263 0.9244 0.2 0.6 0.4
H -4.9439 -5.2787 5.1699 -0.2 0.0 0.0
H 10.2972 1.2139 -8.8140 0.0 0.4 0.4
H 2.4161 3.5470 6.8688 0.1 1.0 0.4
H -0.7026 -5.8389 -0.5170 -0.3 -0.1 -0.2
H -4.1990 -5.2376 -4.5740 -0.2 0.1 0.2
H -8.8711 -0.8967 1.6750 0.5 0.1 -0.3
O 7.5247 0.6848 -1.6122 0.8 1.4 -0.6
H -4.6407 -4.2573 7.5182 -0.3 -0.1 -0.2
C 6.1217 0.6358 -1.5781 0.1 -1.0 0.7
H -4.3997 -2.4976 7.5197 -0.1 0.0 -0.2
H -5.5366 -0.8308 -4.0836 -0.4 -0.1 -0.1
C 0.1842 -6.3928 -0.2091 -0.5 0.4 -0.7
C -2.5539 1.4316 4.5198 0.7 0.1 -0.1
H -3.7001 -3.5067 2.9529 0.5 0.0 0.1
H -0.4762 3.1794 4.8283 0.2 0.2 0.0
H 7.6860 2.5428 -5.8773 -0.1 0.0 -0.5
H 5.9011 -0.3894 -1.8756 -0.6 0.2 -0.2
H -2.8797 5.2750 -2.0385 -0.3 0.1 -0.1
O 1.0305 -6.6129 -1.3350 0.0 0.0 0.4
H 7.9815 3.4085 -3.6064 0.1 0.1 0.1
H 9.0209 -0.1782 -6.4222 -0.3 -0.4 0.1
H -7.8826 -4.2994 1.4170 0.0 -0.4 0.1
C -3.4476 2.3178 2.4945 -0.3 0.3 0.6
H 5.6316 1.3825 -2.2029 -0.1 -0.2 0.0
H 1.1936 6.0319 0.9472 -0.4 0.1 0.6
N 8.3750 1.4751 -4.3010 -0.3 -0.8 -0.1
H 6.5982 2.3230 -3.5958 -0.3 0.2 0.2
H -0.1650 -7.3606 0.1509 0.4 0.1 0.3
H 1.4786 -0.6040 4.3141 -0.1 0.0 0.1
H 9.1185 0.8255 -10.0321 -0.8 0.5 0.3
H -9.4067 -2.2719 0.7004 0.2 -0.1 -0.4
H 0.0420 0.6176 -5.6935 0.1 0.0 0.1
C 1.1617 4.9425 0.9281 0.1 0.9 -0.9
O -4.4150 -3.2939 5.6217 -0.1 -1.1 -0.6
C -8.7401 -1.9656 1.5067 -0.4 -0.3 0.8
N -0.2956 2.3227 5.3317 -1.1 -1.4 0.7
O 1.7972 4.5792 -0.2846 0.4 -0.9 -0.6
H -2.4652 3.8182 -2.9722 0.3 -0.3 0.4
H -6.5875 0.0036 -2.1874 -0.2 0.1 0.2
H 0.1120 0.9215 -1.3366 0.0 -0.1 0.1
C 8.0013 1.9889 -1.9511 0.1 0.4 -0.5
H -1.0352 -0.2180 0.2032 0.4 0.0 0.5
O 8.3370 0.9544 -8.0381 0.2 0.7 0.8
H -1.5672 -4.3334 -4.6832 -0.1 0.1 -0.4
H -3.2284 -4.9506 4.9832 0.3 0.2 0.5
H 2.3118 3.0367 5.2712 -0.3 0.1 -0.7
H -3.0605 -3.5763 7.1397 0.2 -0.1 0.2
H -5.2897 -4.8873 0.9408 -0.5 -0.4 0.1
H 9.0794 2.0002 -1.7908 0.0 -0.3 -0.3
O -0.3470 0.1512 -1.6795 0.0 0.9 -1.6
H -2.2557 2.4102 6.3585 0.3 0.4 0.4
H -3.7180 3.2795 2.0586 -0.2 0.0 0.2
O -7.3881 -2.3253 1.3598 0.1 0.1 -1.1
O 1.9797 -1.3651 4.0123 0.7 -0.5 -0.7
O -6.5104 0.6250 -2.9151 0.6 -0.1 -0.2
O -2.8117 2.5924 3.7617 -0.1 0.0 -1.3
H -3.5008 1.0045 4.8500 -0.2 -0.1 0.4
C 2.1949 5.7973 5.3250 -0.4 -1.4 0.3
C 9.3601 0.6822 -8.9789 0.5 -1.0 0.3
H -0.0953 3.2092 7.1754 0.2 0.6 0.4
C 0.9853 1.2354 -7.3265 -0.7 0.0 -0.3
O -3.4805 -4.7107 -4.2165 -0.7 -0.1 0.8
H 9.6033 -0.3786 -8.9185 0.2 -0.3 0.1
C -7.1802 -3.6667 0.8743 0.7 0.2 1.9
N -5.7072 -4.1096 2.8518 0.6 0.2 -0.9
H -2.9007 1.7912 1.7125 1.0 -0.1 0.4
H 1.2983 -5.7441 -1.6433 0.1 0.0 -0.2
H 5.8269 0.7309 -0.5331 -0.4 0.3 0.0
H -3.9810 -5.2774 2.8710 0.2 0.0 -0.2
O 1.1753 4.7952 5.6229 1.1 0.3 0.3
C 0.5475 2.6257 6.5164 -1.0 1.7 -1.4
H 6.8476 1.0049 -5.7286 -0.2 -0.1 0.1
H -7.4051 -3.7843 -0.1857 0.4 0.3 -0.2
C -0.6458 -0.7374 -0.6724 -0.5 -0.6 1.2
H 2.3270 -2.0030 5.9101 0.1 -0.5 0.3
H 0.6314 -5.7382 0.5389 0.4 -0.5 0.4
H -5.1432 0.8087 -4.5055 -0.6 0.3 0.1
C 7.6673 2.3867 -3.3932 0.7 -1.0 -0.2
C -5.7282 -3.9871 1.3716 -1.2 -0.1 -0.4
H 2.9336 5.8545 6.1245 -0.2 0.1 0.3
```
Forces are in eV/Å.

Summary:
Total energy, Ha: -2254.0414
Structure (SMILES): COCCNCCOC.COCCNCCOC.COCCNCCOC.CO.CO.CO.CO.CO.CO.CO.CO
HOMO, Ha: -0.3320
Relative energy (zero: lowest compared OMol25 entry of this formula, charge and spin), kJ/mol: 266.8
HOMO-LUMO gap, Eh: 0.33528

Mulliken population analysis, charges in e, atoms 1 to 6:
1. C -0.74
2. C -0.48
3. C -0.55
4. H 0.29
5. H 0.23
6. H 0.33

# 2
DFT (ωB97M-V/def2-TZVPD) results for 11 unconnected molecules or ions with the total composition C26H77N4O11 in a non-equilibrium geometry.

Structure (XYZ):
```
118
Properties=species:S:1:pos:R:3:forces:R:3
H -1.8326 -2.1251 -1.5655 0.4 -1.0 0.0
C 1.3817 5.9860 5.7145 0.4 0.4 -0.2
H 2.7494 1.9343 -1.8177 0.0 -0.6 -0.5
H 0.0870 -0.2909 -0.7180 -0.2 -0.8 -0.1
H -1.3233 -3.1761 4.6631 0.1 0.0 0.3
H 1.8746 3.7471 4.3383 0.0 0.0 -0.2
H 2.9855 -4.7333 0.9871 -0.2 0.2 0.2
C 1.0030 -0.2320 -0.0991 0.9 1.5 -0.9
O 3.2584 4.8256 -1.3492 -0.2 0.5 0.1
H -0.6314 -0.8614 -5.2571 -0.5 0.0 0.0
H -5.6547 3.2987 -4.5875 -0.1 -0.1 0.0
H 0.7179 1.0119 -5.8462 0.0 -0.6 0.1
H -1.5596 1.4390 -5.5255 0.0 -0.2 0.0
H -1.7791 3.9747 4.8795 0.1 0.0 0.3
H 1.9944 -6.6988 2.0567 0.2 0.1 0.0
H -3.0242 -5.0220 1.6931 0.1 -0.1 0.3
C -0.1423 3.0162 4.1103 -0.9 0.7 0.4
H 3.1095 -6.2264 0.1629 -0.3 -0.2 -0.4
H -0.7039 -3.1440 1.2416 -0.1 0.0 -0.2
C -4.6758 1.6474 -2.6662 -0.1 -0.1 0.6
H 1.4517 1.1610 1.5622 0.2 -0.2 -0.1
N -0.4414 -2.6739 4.5721 -1.0 -0.4 -0.1
C 4.2155 -1.9668 1.0715 -0.7 0.0 1.0
O 0.6891 -1.5265 -3.9014 -0.1 0.1 0.3
C -0.3517 -2.3051 3.1400 1.0 0.9 0.8
H -0.7269 -1.2837 2.9983 -0.5 -0.2 -0.2
H 1.0604 3.4068 5.7955 -0.4 0.7 0.5
H -2.2254 -4.5381 -0.7354 0.2 -0.2 -0.8
H -4.2393 0.2429 0.3416 0.3 -0.2 -0.2
H -0.9724 2.7189 -4.4810 0.0 0.0 0.2
H 3.0010 3.2251 -2.6079 -0.1 -0.2 0.2
H 3.6912 0.4242 0.0033 -0.3 -0.2 -0.8
H -4.0113 3.8237 -5.0210 -0.1 0.4 0.5
H 4.5215 5.0253 0.3049 -0.2 0.1 0.1
C -4.5970 3.0278 -4.5552 0.6 0.3 -0.8
H 1.0959 -1.0978 0.5822 -0.4 0.2 -0.9
H 0.9205 -4.1324 -0.0591 -0.1 0.3 -0.5
H 2.4192 6.0399 5.3644 0.1 -0.2 0.1
C 1.1385 -2.1934 2.8022 -0.4 -0.6 -0.4
H 2.9674 -1.8934 -1.0810 0.0 0.5 -1.0
H 3.2686 -2.1352 0.5548 0.3 -0.1 0.2
H 5.0673 -2.1526 0.4215 -0.1 0.1 -0.1
O -2.4871 -3.0937 2.2968 0.2 0.4 0.7
C 1.5404 -4.8704 -0.5658 0.1 -0.8 -0.1
H -4.2872 2.4651 -0.8083 -0.2 -0.2 0.5
O 3.0764 2.2660 -2.6749 0.0 0.3 0.0
H 2.1408 3.9878 0.7844 0.2 0.4 0.1
N 1.0313 1.1291 -4.8794 0.2 -0.3 -0.7
O 3.3351 -2.5796 -1.6824 0.0 -0.3 0.0
H -0.7021 4.4932 2.6591 0.1 0.0 0.1
H 1.0428 7.0210 5.7627 -0.3 -0.1 -0.1
H 1.3545 5.5767 6.7280 0.0 -0.2 0.0
H -1.3218 2.9172 2.2728 0.1 -0.3 0.2
H 1.6047 -3.1819 2.8063 0.0 0.0 0.1
C 0.8953 3.8929 4.8232 1.2 -1.2 -1.2
C 0.6982 0.9714 0.7843 -0.5 0.1 1.3
H 1.3044 -3.4515 -4.0499 0.0 0.0 0.4
H -4.3757 2.2235 -5.2671 -0.3 -0.6 0.4
H -1.1377 2.7381 5.8079 -0.6 0.3 0.3
H 3.3466 -0.1146 2.0100 -0.2 -0.6 0.2
H -4.2260 -3.7601 1.4495 -0.1 0.2 0.4
H 0.9268 -5.6256 -1.0599 -0.3 0.0 0.2
H 3.8166 -3.1835 -1.1075 0.0 0.2 -0.1
H -2.8753 -3.8756 0.3770 0.3 0.4 3.3
H -2.0092 2.2238 -1.3363 0.0 -0.2 -0.9
N -1.4131 3.0302 4.8761 0.7 -0.7 -0.3
H -4.1418 -1.1418 -1.6178 -0.1 -0.2 0.0
C -0.4558 3.4270 2.6907 0.3 0.7 -0.4
N -4.6984 0.3315 -0.5625 -0.8 1.3 0.3
H 3.4487 3.0745 1.5010 0.2 -0.3 -0.2
C -3.1544 -3.9641 1.4345 -0.2 -0.3 -0.1
C -1.2750 1.6718 -4.4948 -0.5 -0.7 0.7
H -1.2828 -1.0397 -3.5901 -0.2 0.2 0.0
H 2.1880 -4.4594 -1.3395 -0.3 0.5 0.2
H -2.2274 0.4067 -1.6939 0.2 0.4 -0.6
H -3.1810 -4.3917 -2.2137 0.2 0.2 -0.2
H -0.2384 0.7984 1.3401 0.0 0.0 0.0
H 4.7607 3.6223 -0.7363 0.1 -0.3 0.4
H 3.8762 5.0478 -2.0510 0.1 0.1 0.1
O -3.7621 -1.9077 -2.0877 -0.3 0.0 0.1
C -3.0444 -3.9938 -1.2057 0.2 -1.2 -2.5
O 1.5002 -6.1144 1.4783 -0.3 0.1 -0.2
C -0.4253 -0.7056 -4.1845 0.6 -0.1 -0.7
C 4.0012 4.2488 -0.2626 0.4 -0.3 -0.7
C -4.0864 1.4855 -1.2604 1.2 0.3 -0.2
H 0.1063 0.9764 -2.9745 0.3 0.1 -0.1
C -1.0855 -3.2822 2.2596 0.4 0.0 -0.4
C -2.7966 -2.5222 -1.2308 -0.5 1.7 -0.1
H 1.6469 -1.5743 3.5396 0.0 0.1 0.0
H -0.8204 -4.3096 2.5410 0.0 -0.1 0.1
O 4.5658 0.3192 0.4374 -0.2 0.1 0.6
O -4.1308 2.8074 -3.2527 0.1 -0.1 -0.1
H 2.6344 2.6242 -0.0708 0.5 -0.4 0.4
C 4.2505 -0.5225 1.5484 1.2 0.7 -0.7
C 2.3643 -5.5032 0.5133 0.9 -0.2 0.6
H -0.4230 -3.2354 -3.5381 0.0 -0.2 0.1
C 0.3918 -2.8728 -4.1729 0.2 0.4 -0.4
C -0.1172 0.7776 -4.0251 0.2 0.8 -0.6
H 4.2516 -2.6709 1.9089 0.0 0.0 0.1
C 3.0486 3.4187 0.5503 -1.0 0.4 -0.1
O 2.1260 -0.0362 -0.8831 0.0 -0.2 0.9
H -3.9556 -4.2477 -0.6598 -0.1 0.1 -0.6
H 0.2552 1.9986 4.1628 0.0 0.0 -0.2
H 0.0985 -2.9893 -5.2262 -0.2 0.0 0.0
H -5.6081 0.6932 -0.2717 -0.3 -0.7 -0.3
C -2.5728 1.3051 -1.1810 0.2 -0.3 0.9
H -2.2735 1.0687 -0.1509 -0.4 0.1 0.2
H -2.1419 1.5465 -3.8440 -0.1 0.2 -0.2
H 1.2378 -1.7624 1.8033 0.3 -0.3 0.7
O 0.5955 5.2609 4.8036 -0.7 -0.1 0.7
H -0.5778 -1.8420 5.1361 0.2 0.0 0.0
H -5.7539 1.8072 -2.5248 -0.2 -0.2 -0.2
H -2.8940 -2.1250 -0.2102 -0.1 0.1 -0.1
H 1.1983 2.1311 -4.9105 0.1 0.0 0.9
H 5.0751 -0.3791 2.2546 -0.1 -0.1 0.2
H 0.3954 3.2862 2.0274 0.0 -0.1 0.0
H 0.5712 1.9351 0.2843 0.0 -0.3 -0.5
H -4.5195 0.7555 -3.2819 0.1 0.0 -0.1
```
Forces are in eV/Å.

Summary:
Total energy, Ha: -2083.2819
HOMO, Ha: -0.1506
HOMO-LUMO gap, Eh: 0.23825
Net charge: -1

Mulliken population analysis, charges in e, atoms 1 to 6:
1. H -0.26
2. C -0.81
3. H 0.14
4. H -0.90
5. H 0.33
6. H 0.35